Density functional theory data (ωB97M-V/def2-TZVPD) for a molecular structure, C39H22ClN8Ru in a non-equilibrium geometry.

Properties
Net charge ... +1
Strongest force on any atom ... 1.98 eV/A
E_HOMO (spin up / spin down) ... -9.8 / -9.9 eV

Each line ends with the Mulliken charge.
Element x y z (Å)
Ru: 0.113 -0.104 0.184  0.447
C: -0.742 -4.319 -5.032  -0.667
C: 0.259 -3.597 -5.678  -0.645
C: 0.807 -2.453 -5.106  -0.482
C: 0.320 -2.085 -3.868  -0.061
C: 0.605 -0.940 -2.999  -0.384
N: 1.378 0.019 -3.338  -0.502
C: 1.455 1.101 -2.552  -0.579
C: 0.494 2.182 -2.524  0.578
C: -0.307 2.658 -3.526  -0.560
C: -1.039 3.816 -3.266  -0.711
C: -0.927 4.481 -2.037  -1.034
C: -0.143 3.994 -1.026  -0.465
C: 0.498 2.697 -1.155  1.912
C: 1.864 1.031 0.293  0.870
N: 2.309 1.342 1.640  -0.459
C: 1.498 0.932 2.512  -0.507
N: 0.332 0.229 2.104  0.118
C: -0.364 -0.123 3.163  0.334
N: -1.511 -0.826 3.166  -0.612
C: -1.954 -1.390 2.084  -0.288
N: -1.396 -1.415 0.816  -0.064
C: -2.169 -2.194 0.032  -0.120
N: -1.929 -2.567 -1.205  -0.530
C: -0.945 -2.104 -1.956  0.061
N: -0.134 -1.030 -1.797  0.207
C: -0.673 -2.801 -3.226  0.256
C: -1.235 -3.927 -3.791  0.004
C: -3.335 -2.673 0.779  0.047
C: -4.397 -3.480 0.420  -0.083
C: -5.334 -3.763 1.408  -0.676
C: -5.195 -3.263 2.701  -0.663
C: -4.116 -2.461 3.057  -0.164
C: -3.196 -2.176 2.068  0.439
C: 0.302 0.364 4.382  0.020
C: -0.048 0.271 5.713  -0.157
C: 0.810 0.859 6.639  -0.658
C: 1.972 1.510 6.238  -0.637
C: 2.321 1.600 4.893  -0.297
C: 1.468 1.020 3.977  0.031
N: 2.393 1.331 -1.674  -0.017
H: -1.145 -5.201 -5.512  0.414
H: 0.612 -3.933 -6.643  0.430
H: 1.577 -1.882 -5.606  0.555
H: -0.323 2.189 -4.501  0.555
H: -1.673 4.232 -4.037  0.465
H: -1.482 5.397 -1.887  0.498
H: -0.128 4.489 -0.067  0.589
H: -2.019 -4.475 -3.288  0.565
H: -4.494 -3.869 -0.584  0.540
H: -6.186 -4.386 1.173  0.412
H: -5.943 -3.510 3.443  0.416
H: -4.000 -2.075 4.061  0.575
H: -0.951 -0.237 6.021  0.571
H: 0.572 0.808 7.693  0.412
H: 2.614 1.954 6.986  0.412
H: 3.223 2.105 4.576  0.568
Cl: 2.511 5.000 -0.350  -0.184
C: 2.972 3.327 -0.389  -0.359
C: 4.264 3.057 -0.181  -0.329
C: 4.918 1.756 -0.139  -0.660
C: 4.359 0.566 -0.353  -1.348
C: 2.921 0.361 -0.670  0.445
C: 1.901 2.290 -0.653  0.433
C: -0.552 1.692 -0.265  -1.128
H: 4.910 3.908 -0.010  0.486
H: 5.975 1.786 0.093  0.389
H: 4.967 -0.325 -0.270  0.443
H: 2.708 -0.667 -0.958  0.438
H: -1.473 1.645 -0.854  0.631
H: -0.746 2.251 0.656  0.466